[1]
{
  "formula": "CH2FLiOTm",
  "method": "wB97M-V/def2-TZVPD",
  "s2": 3.76,
  "e_homo_ev": [-19.4, -19.4],
  "multiplicity": 4,
  "total_charge": 2,
  "lumo_energy_ev": [-11.014, -13.054],
  "species": ["C", "O", "Tm", "Li", "F", "H", "H"],
  "positions_angstrom": [[-0.64274, 0.67547, 0.01455], [1.87434, -0.93728, 0.43653], [1.68133, 0.89867, -0.38785], [0.42098, -1.99130, -0.22684], [-0.99117, -0.76324, -0.10720], [-1.31770, 1.12910, -0.72589], [-1.02504, 0.98858, 0.99670]],
  "lowdin_spin": [0.016, 0.931, 2.048, 0.000, 0.002, 0.004, 0.000]
}

***

[2]
{
  "formula": "CH2FN2O2",
  "method": "wB97M-V/def2-TZVPD",
  "e_homo_ev": -4.9,
  "de_lowest_kcal_mol": 8.1,
  "total_charge": -1,
  "lumo_energy_ev": 4.518,
  "species": ["C", "N", "N", "O", "O", "F", "H", "H"],
  "positions_angstrom": [[2.26867, 0.09736, 0.09758], [-1.14344, 0.32678, -0.46148], [-1.26905, -0.61648, 0.28643], [1.62486, -0.89176, 0.00611], [2.09989, 1.18958, 0.56963], [3.73008, -0.12331, -0.34464], [-0.07390, 0.53658, -0.74953], [-0.26627, -1.06475, 0.64668]],
  "mulliken_charge": [0.597, -0.293, -0.286, -0.614, -0.584, -0.413, 0.252, 0.339]
}

***

[3]
{
  "formula": "CH2FN2OS",
  "method": "wB97M-V/def2-TZVPD",
  "e_homo_ev": [-4.1, -4.1],
  "de_lowest_kcal_mol": 31.1,
  "total_charge": -1,
  "smiles": "[O-]/[N+]([S-])=N\\CF",
  "lumo_energy_ev": [3.860, 3.859],
  "species": ["C", "N", "N", "O", "F", "S", "H", "H"],
  "positions_angstrom": [[1.02135, 0.18503, -0.16952], [-0.10018, 0.41376, -0.88722], [-1.33463, -0.28918, 0.01516], [-1.04213, -0.88869, 1.04885], [1.55035, 1.31319, 0.74880], [-2.81894, 0.01587, -0.48425], [1.75644, -0.18610, -0.86114], [0.96773, -0.56387, 0.58931]],
  "mulliken_charge": [-0.131, -0.454, 0.449, -0.527, -0.436, -0.358, 0.233, 0.224]
}

***

[4]
{
  "formula": "CH2FN5",
  "method": "wB97M-V/def2-TZVPD",
  "e_homo_ev": [-9.7, -9.7],
  "de_lowest_kcal_mol": 97.4,
  "total_charge": 0,
  "lumo_energy_ev": [-3.439, -3.439],
  "species": ["C", "N", "N", "N", "N", "N", "F", "H", "H"],
  "positions_angstrom": [[-0.90929, -1.68113, -0.02323], [-0.78075, -2.80790, 0.15076], [-1.17209, -0.39819, -0.04444], [-0.68399, 0.70095, -0.02335], [1.43558, -0.25865, -0.15006], [-1.29931, 1.76725, 0.19335], [-0.56020, 2.88396, 0.12210], [2.01236, -0.03147, -0.94322], [1.95769, -0.17482, 0.71810]],
  "mulliken_charge": [0.484, -0.373, -0.099, 0.697, -0.453, -0.569, -0.110, 0.212, 0.212]
}

***

[5]
{
  "formula": "CH2FNO2",
  "method": "wB97M-V/def2-TZVPD",
  "e_homo_ev": -9.9,
  "de_lowest_kcal_mol": 124.9,
  "total_charge": 0,
  "smiles": "C#[N+][O-].OF",
  "lumo_energy_ev": 0.669,
  "species": ["C", "N", "O", "O", "F", "H", "H"],
  "positions_angstrom": [[-1.23735, -0.08868, -0.73838], [-1.06876, -1.07891, -0.13247], [-0.94305, -2.15947, 0.39122], [2.37078, -2.00236, -0.26185], [1.81504, -1.03932, 0.53239], [3.40825, -2.02293, -0.21349], [-1.40771, 0.86683, -1.05401]],
  "mulliken_charge": [-0.214, 0.365, -0.536, -0.263, -0.083, 0.347, 0.384]
}

***

[6]
{
  "formula": "CH2FNO2",
  "method": "wB97M-V/def2-TZVPD",
  "e_homo_ev": [-10.3, -10.3],
  "de_lowest_kcal_mol": 116.4,
  "total_charge": 0,
  "lumo_energy_ev": [-1.768, -1.766],
  "species": ["C", "N", "O", "O", "F", "H", "H"],
  "positions_angstrom": [[-0.14060, -0.26475, 0.37196], [-1.44261, -0.44896, 0.89699], [-1.82956, -1.20193, 1.71210], [-2.60278, 0.69495, 0.12861], [0.74718, -0.97995, 1.10847], [-0.10335, -0.63789, -0.66731], [0.13203, 0.79797, 0.40338]],
  "mulliken_charge": [0.005, 0.516, -0.300, -0.468, -0.242, 0.246, 0.242]
}